DFT (ωB97M-V/def2-TZVPD) results for C23H21Cl2N5O5V as an isolated structure in a non-equilibrium geometry.

Geometry (Å):
N -0.3114 3.2459 -1.5744
C -2.1533 -0.2875 -2.1663
Cl 0.6550 -1.7180 1.5921
C -1.9971 -1.3898 2.4635
N -0.6573 -1.6757 2.5072
C -0.0117 4.5457 0.3850
C 1.3029 4.1069 0.4194
C -2.4671 -1.8085 0.8885
N 0.8178 -0.4959 -1.0805
O 1.3813 2.0388 2.7004
H 2.3936 -0.2430 2.9660
H 5.3616 -2.7818 0.5672
C -3.3933 1.6860 -2.6940
H -0.5462 -3.6080 1.5038
C 0.8866 1.0814 2.1332
C 4.4503 -2.2899 0.2518
C -2.3888 1.4388 -0.5464
H -4.2292 4.1070 -1.2689
H -2.1980 -0.3113 2.6117
H -1.6909 -1.2401 -2.3823
H 5.3111 -1.4435 -1.5253
H 0.8733 -0.3367 3.4780
C 3.2883 -2.3809 1.0097
C 2.1299 -1.7669 0.6222
C 0.3413 -4.3157 -0.0263
H 1.0435 -4.9283 -1.7451
O -3.5480 -1.5884 0.4640
O -0.0167 1.2041 1.1657
C -2.9847 0.4053 -3.0354
C 1.4010 -0.3363 2.5103
C -0.8102 4.0559 -0.6345
N -1.8739 0.2757 -0.9930
H -3.2676 -0.0294 -3.9847
Cl 3.2471 -0.0558 -2.8394
H 1.3034 -2.6829 2.4465
H -3.9556 2.2775 -3.4073
H -2.5379 -1.9758 3.2163
C 2.0303 -1.0348 -0.6261
C -0.0987 -3.0465 0.6689
H -2.1861 1.7473 0.4697
O 0.8641 -4.0800 -1.3299
C 0.9637 2.8958 -1.4482
H -2.4530 5.4848 -0.4740
H -0.5445 -4.9565 -0.0882
H 3.2326 -2.9612 1.9354
H -0.3996 5.2174 1.1392
O -1.4567 -2.6169 0.0426
H 1.9787 4.4367 1.1989
C -2.2376 4.4552 -0.7419
H 1.0885 -4.7936 0.6195
C 3.2437 -0.9450 -1.3347
C -3.2396 3.6761 -1.1522
C 4.4209 -1.5473 -0.9183
H 1.3670 2.2539 -2.2219
N 1.8023 3.2801 -0.4885
C -3.0555 2.2445 -1.4621
V -0.4696 -0.4889 0.2128

As for the LUMO energy (spin up / spin down): 2.60 / 2.59 eV. Its total charge is -1. Its spin multiplicity is 3.